Molecular formula: C4H9NOS
Method: DFT, wB97M-V/def2-TZVPD

Element x y z (Å)
C -1.3398 -0.4035 -0.0138
C -0.5783 -0.6846 1.2706
C -0.1477 0.2369 -0.8377
C -0.0156 1.7936 -0.6571
N 1.3601 -2.1449 -0.0413
O 2.1040 0.0714 0.9746
S 1.0094 -0.7041 0.3777
H -1.5394 -1.2982 -0.5401
H -2.2261 0.2526 0.1891
H -0.4004 0.1486 2.0729
H -0.7602 -1.6570 1.7986
H -0.0611 0.1590 -1.9923
H 0.6628 2.0643 -1.5431
H 0.5473 1.9302 0.2695
H -0.8631 2.4424 -0.8499
H 2.2480 -2.2068 -0.4775

Results
Energy relative to the best compared isomer or geometry (same formula, charge and spin)   87.6 kcal/mol
LUMO energy   0.03249 hartree
E_HOMO   -0.343 hartree
DFT total energy   -18663.726 eV
Kohn-Sham gap   10.214 eV